# 1
A gas-phase ion, C5H6N (charge +1) at a distorted geometry. Source: OMol25; level of theory: the ωB97M-V functional and the def2-TZVPD basis.

Positions of all 12 atoms, in Å:
N  -0.138  -0.599  0.429
C  1.218  -0.561  -0.163
C  0.512  2.003  0.372
C  0.597  0.681  0.232
C  2.300  -0.469  -0.814
C  -1.174  -1.251  -0.474
H  -1.666  -2.069  -0.050
H  -1.941  -0.589  -0.672
H  -0.704  -1.588  -1.333
H  -0.238  -0.889  1.424
H  0.006  2.566  1.170
H  1.229  2.765  -0.120

## Properties
Gap between HOMO and LUMO: 9.38 eV
Net charge: +1
E_LUMO: -5.632 eV
E_HOMO: -15.014 eV

# 2
A gas-phase ion, C5H6N (charge +1) at a distorted geometry. Source: OMol25; level of theory: the ωB97M-V functional and the def2-TZVPD basis.

Positions of all 12 atoms, in Å:
N  -0.817  -0.971  0.251
C  -0.038  0.127  0.567
C  -0.580  1.468  -0.148
C  -1.429  -1.865  -0.094
C  1.302  -0.228  0.156
C  2.383  -0.577  -0.245
H  -0.493  1.488  -1.217
H  -1.777  -2.607  -0.814
H  -0.044  2.350  0.174
H  -1.792  1.371  -0.075
H  3.418  -0.812  -0.146
H  -0.133  0.255  1.591

## Properties
Gap between HOMO and LUMO: 9.43 eV
Net charge: +1
E_LUMO: -5.313 eV
E_HOMO: -14.743 eV
SMILES string: C#C[C@@H](C)[N+]#C

# 3
A gas-phase ion, C5H6N (charge +1) at a distorted geometry. Source: OMol25; level of theory: the ωB97M-V functional and the def2-TZVPD basis.

Positions of all 12 atoms, in Å:
N  -1.744  -0.151  -0.244
C  -0.658  0.106  0.517
C  -4.254  0.080  -0.014
C  -3.033  -0.172  0.124
C  0.728  -0.713  0.191
C  0.551  0.698  -0.256
H  0.417  -1.406  -0.526
H  -1.539  -0.371  -1.163
H  1.103  1.381  0.358
H  0.570  1.162  -1.297
H  1.471  -0.772  0.887
H  -0.979  0.438  1.570

## Properties
Gap between HOMO and LUMO (alpha / beta): 7.51 / 7.50 eV
Net charge: +1
E_LUMO (alpha / beta): -8.131 / -8.544 eV
E_HOMO (alpha / beta): -15.640 / -16.044 eV

# 4
A gas-phase ion, C5H6N (charge +1) at a distorted geometry. Source: OMol25; level of theory: the ωB97M-V functional and the def2-TZVPD basis.

Positions of all 12 atoms, in Å:
N  0.487  0.530  0.057
C  3.660  -0.514  -0.503
C  -1.864  -0.125  -0.008
C  1.650  0.818  0.501
C  2.727  0.067  0.022
C  -0.677  0.626  -0.483
H  -2.830  -0.073  -0.582
H  1.583  1.383  1.480
H  4.628  -1.050  -0.833
H  -1.609  -1.097  0.181
H  -2.153  0.275  0.982
H  -0.653  1.155  -1.416

## Properties
Gap between HOMO and LUMO: 9.67 eV
Net charge: +1
E_LUMO: -5.621 eV
E_HOMO: -15.287 eV
SMILES string: C#CC=[N+]=CC

# 5
A gas-phase ion, C5H6N (charge +1) at a distorted geometry. Source: OMol25; level of theory: the ωB97M-V functional and the def2-TZVPD basis.

Positions of all 12 atoms, in Å:
N  -0.310  0.265  -0.015
C  1.018  0.177  1.083
C  0.478  -0.876  0.088
C  1.685  -0.150  -0.362
C  0.729  1.227  0.083
C  -1.708  0.437  0.109
H  1.805  0.250  -1.444
H  -2.150  0.092  -0.816
H  0.184  -2.065  0.291
H  2.544  -0.718  -0.192
H  -2.213  -0.167  0.932
H  -2.064  1.528  0.244

## Properties
Gap between HOMO and LUMO: 9.70 eV
Net charge: +1
E_LUMO: -5.683 eV
E_HOMO: -15.387 eV

# 6
A gas-phase ion, C5H6N (charge +1) at a distorted geometry. Source: OMol25; level of theory: the ωB97M-V functional and the def2-TZVPD basis.

Positions of all 12 atoms, in Å:
N  2.156  0.136  -0.057
C  -0.222  -0.534  0.050
C  -1.303  0.547  -0.197
C  3.173  0.652  0.054
C  -2.632  0.169  0.041
C  1.205  -0.681  0.138
H  -2.976  -0.875  0.318
H  -0.916  1.589  -0.450
H  -3.367  0.997  -0.080
H  4.008  1.284  -0.098
H  -0.576  -1.517  0.256
H  1.451  -1.768  0.025

## Properties
Gap between HOMO and LUMO (alpha / beta): 7.97 / 7.97 eV
Net charge: +1
E_LUMO (alpha / beta): -5.660 / -5.659 eV
E_HOMO (alpha / beta): -13.631 / -13.631 eV
SMILES string: C#[N+]/C=C\C=C

# 7
2 unconnected molecules or ions with the total composition C5H6N at a distorted geometry. Source: OMol25; level of theory: the ωB97M-V functional and the def2-TZVPD basis.

Positions of all 12 atoms, in Å:
N  1.642  0.663  1.081
C  -1.671  -0.541  -0.815
C  2.353  0.983  1.934
C  0.057  0.096  -0.575
C  -1.197  0.746  -0.867
C  -0.559  -1.213  -0.047
H  -0.058  -2.040  -0.499
H  -0.880  -1.175  0.982
H  -2.398  -0.912  -1.431
H  -1.412  1.795  -1.142
H  1.035  0.272  -1.226
H  3.089  1.326  2.604

## Properties
Gap between HOMO and LUMO: 11.36 eV
Net charge: +1
E_LUMO: -4.754 eV
E_HOMO: -16.113 eV

# 8
A gas-phase ion, C5H6N (charge +1) at a distorted geometry. Source: OMol25; level of theory: the ωB97M-V functional and the def2-TZVPD basis.

Positions of all 12 atoms, in Å:
N  1.003  0.350  0.511
C  -1.104  -0.424  -0.917
C  -0.638  -0.726  -2.136
C  -0.404  0.650  1.373
C  -0.404  -0.061  0.257
C  0.807  0.554  2.051
H  -1.235  -0.974  -3.035
H  1.445  0.984  -0.129
H  1.233  1.498  2.303
H  0.964  -0.468  2.528
H  0.494  -0.986  -2.250
H  -2.162  -0.396  -0.556

## Properties
Gap between HOMO and LUMO (alpha / beta): 8.84 / 8.83 eV
Net charge: +1
E_LUMO (alpha / beta): -5.723 / -5.723 eV
E_HOMO (alpha / beta): -14.559 / -14.558 eV
SMILES string: C=CC1=C2C[N@@H+]12

# 9
A molecular structure, C5H6N2. Source: OMol25; level of theory: the ωB97M-V functional and the def2-TZVPD basis.

Positions of all 13 atoms, in Å:
N  0.070  -0.533  0.708
N  1.216  1.182  -0.254
C  -1.323  1.040  0.240
C  -1.206  -0.465  -0.097
C  1.248  -1.062  0.181
C  0.158  0.829  0.408
C  1.931  -0.016  -0.355
H  -0.904  -0.600  -1.142
H  2.877  -0.043  -0.880
H  -1.628  1.725  -0.550
H  1.493  -2.110  0.278
H  -1.871  1.225  1.166
H  -1.981  -1.175  0.187

## Properties
Gap between HOMO and LUMO: 9.94 eV
E_LUMO: 1.018 eV
E_HOMO: -8.923 eV

# 10
A single C5H6N2 molecule. Source: OMol25; level of theory: the ωB97M-V functional and the def2-TZVPD basis.

Positions of all 13 atoms, in Å:
N  -2.002  -1.109  -1.044
N  0.338  1.146  1.346
C  0.523  -0.609  -0.570
C  -0.829  -1.076  -0.073
C  -1.997  -0.231  -0.147
C  1.222  0.276  0.458
C  1.045  1.712  0.479
H  -2.593  0.608  0.193
H  0.376  -0.067  -1.513
H  1.223  2.711  0.097
H  2.085  -0.156  0.964
H  -0.807  -1.877  0.668
H  1.160  -1.472  -0.795

## Properties
Gap between HOMO and LUMO: 10.96 eV
E_LUMO: 1.084 eV
E_HOMO: -9.874 eV
SMILES string: C1=N[C@H]1C[C@H]1C=N1

# 11
A single C5H6N2 molecule at a distorted geometry. Source: OMol25; level of theory: the ωB97M-V functional and the def2-TZVPD basis.

Positions of all 13 atoms, in Å:
N  0.226  -1.883  0.727
N  -2.944  -0.104  -0.501
C  1.688  0.006  -0.269
C  -0.690  -1.353  -0.550
C  -2.299  0.457  0.723
C  -1.791  -0.533  -0.216
C  0.650  -0.984  -0.017
H  -1.964  1.486  0.669
H  1.240  1.000  -0.217
H  2.101  -0.125  -1.270
H  2.479  -0.066  0.474
H  -2.674  0.138  1.687
H  -0.782  -2.088  -1.332

## Properties
Gap between HOMO and LUMO: 10.31 eV
E_LUMO: 0.775 eV
E_HOMO: -9.532 eV
SMILES string: CC1=N[C@H]1C1=NC1

# 12
A single C5H6N2 molecule. Source: OMol25; level of theory: the ωB97M-V functional and the def2-TZVPD basis.

Positions of all 13 atoms, in Å:
N  2.492  -0.482  0.211
N  -1.570  -0.628  0.785
C  -1.154  0.470  -0.186
C  0.228  0.356  -0.799
C  1.300  0.462  0.267
C  1.634  -0.663  1.108
C  -2.165  -0.558  -0.317
H  1.517  1.472  0.624
H  0.365  1.138  -1.557
H  0.335  -0.611  -1.306
H  -1.457  1.476  0.110
H  1.419  -1.349  1.920
H  -2.943  -1.083  -0.859

## Properties
Gap between HOMO and LUMO: 10.95 eV
E_LUMO: 1.135 eV
E_HOMO: -9.814 eV
SMILES string: C1=N[C@H]1C[C@H]1C=N1

ΔE to the lowest compared entry with this formula, charge and spin? In order: 798.6; 442.1; 785.9; 362.6; 892.1; 398.7; 390.9; 570.6; 176.5; 402.9; 356.6; 397.4 kJ/mol.
E? In order: -248.3115; -248.4473; -248.3164; -248.4776; -248.2759; -248.4639; -248.4668; -248.3983; -303.5688; -303.4826; -303.5002; -303.4847 Eh.